<a>
DFT (wB97M-V/def2-TZVPD) results for a structure of composition C4H8FNO.

The geometry in ORCA input format:
```
! wB97M-V def2-TZVPD RIJCOSX def2/J DEFGRID3
* xyz 0 1
C 0.666 -0.502 -0.516
C 1.649 -1.478 -1.082
C -0.597 1.347 1.651
C -1.488 0.153 -0.522
N -0.526 -0.761 -0.626
O -0.748 1.634 0.324
F -1.883 0.651 -1.673
H 1.048 0.478 -0.088
H 1.935 -2.297 -0.408
H 2.677 -1.039 -1.304
H 1.241 -2.111 -1.863
H 0.005 0.426 1.757
H -1.558 1.214 2.086
H -0.077 2.151 2.146
H -2.345 0.134 0.119
*
```

## Properties
Highest occupied orbital energy ... -9.279 eV
Frontier orbital gap ... 10.06 eV

<b>
DFT (wB97M-V/def2-TZVPD) results for the molecule C4H8FNO.

The geometry in ORCA input format:
```
! wB97M-V def2-TZVPD RIJCOSX def2/J DEFGRID3
* xyz 0 1
C 0.880 -0.653 -0.081
C 0.309 0.078 -1.331
C -1.163 0.670 0.463
C -0.279 -0.480 0.969
H 2.183 -0.104 1.195
H 1.249 -1.690 -0.234
H 1.145 0.698 -1.742
H -0.201 -0.579 -2.089
H -1.648 0.593 -1.426
H -2.233 0.483 0.599
H -0.895 1.509 1.153
H -0.791 -1.438 1.035
N -0.859 0.894 -0.928
O 2.038 0.065 0.261
F 0.266 -0.046 2.155
*
```

## Properties
Highest occupied orbital energy ... -9.042 eV
Frontier orbital gap ... 9.88 eV
Structure (SMILES) ... O[C@@H]1CNC[C@@H]1F

The most stable arrangement is <b>, and the next structure is 44.5 kcal/mol less stable.